(1)
66
Properties=species:S:1:pos:R:3:forces:R:3:mulliken_charge:R:1 method="wB97M-V/def2-TZVPD" lumo_energy_ev="-3.6 / -3.6" max_force_ha_per_bohr=0.0117 relative_energy_ev=0.2732 total_charge=+1 spin_multiplicity=2
Ir -0.313046 -0.113657 0.422306 -0.12 0.23 -0.21 1.891
Te -0.238010 -1.867773 -1.434136 0.14 0.37 0.33 0.625
S 1.044877 1.280760 -3.613319 -0.22 0.13 -0.13 1.061
S 0.274961 -3.586644 0.214349 -0.05 -0.02 -0.01 -0.339
S 2.526025 -3.254290 2.077801 0.03 -0.06 0.04 -0.230
O 1.913597 1.016768 -0.060506 -0.58 -0.05 -0.17 -0.652
O -2.006334 -0.719351 2.400667 0.08 -0.07 0.03 -0.084
O 0.442757 2.440007 -4.214835 0.06 -0.09 0.08 -0.713
O 0.695589 -0.006436 -4.170757 0.08 -0.02 0.01 -0.675
O -0.547548 1.605977 1.817664 -0.12 -0.34 -0.03 -0.419
O -1.886312 1.171501 -0.499293 0.31 -0.17 0.02 -0.336
N 1.011331 -1.263698 1.466107 0.24 0.10 -0.18 0.454
N 0.748764 1.235041 -2.014974 0.19 -0.17 0.44 0.083
C 2.798861 1.474912 -3.470089 -0.02 0.07 -0.02 0.059
C -2.777879 -1.848960 2.797102 0.01 0.03 -0.11 -1.004
C 4.411368 1.577582 -1.695038 0.01 -0.03 0.00 -0.473
C -3.792808 -3.927700 -2.761367 -0.02 0.01 0.00 -0.609
C -2.013700 2.472581 0.092548 0.01 0.09 0.05 -0.429
C 2.093221 0.546815 2.830243 0.04 0.00 -0.02 -0.010
C -2.504968 0.513169 2.872528 0.02 0.03 -0.09 -0.685
C 1.872349 1.220361 -1.296406 -0.05 0.01 -0.37 0.350
C 3.954338 -0.153494 4.217554 0.00 0.03 0.00 -0.636
C 3.753143 1.692089 -4.440422 0.03 -0.07 0.00 -0.628
C 3.076783 0.832972 3.751799 0.02 -0.03 0.01 -1.120
C 3.105148 1.428400 -2.122038 0.04 0.01 0.05 0.035
C -4.835386 -3.326376 -2.071459 0.01 -0.02 -0.01 -0.546
C -4.580750 -2.296942 -1.174764 0.00 0.02 0.04 -1.015
C 2.860924 -1.733931 2.828709 -0.01 0.00 0.02 0.551
C 3.856866 -1.447896 3.759251 -0.01 -0.01 0.00 -0.505
C -2.240217 -2.474797 -1.648627 0.04 -0.03 -0.13 0.415
C 5.066980 1.847160 -4.010105 -0.01 0.01 -0.01 -0.527
C 1.976771 -0.762183 2.363119 -0.11 0.00 0.14 -0.375
C -3.280195 -1.868253 -0.955824 -0.02 -0.11 0.10 0.250
C -0.807234 2.724502 0.954870 0.07 0.14 -0.02 -1.006
C -2.490017 -3.494952 -2.561449 0.01 0.02 -0.02 -0.686
C -2.271926 1.191433 -1.892568 -0.10 -0.07 -0.08 -1.148
C 5.391556 1.788888 -2.657917 0.00 -0.01 0.01 -0.637
C -1.340213 1.470917 3.014222 -0.03 0.06 0.03 -0.591
C 1.210034 -2.543043 1.241353 -0.09 -0.12 0.09 0.431
H -2.791111 -1.932808 3.886135 -0.01 -0.01 0.00 0.338
H -0.654314 1.095345 3.773547 0.03 -0.02 -0.02 0.321
H -0.923715 3.632645 1.548707 -0.02 -0.01 0.03 0.567
H -3.072285 -1.074254 -0.250826 0.00 0.04 0.06 0.283
H -2.052319 3.232271 -0.689695 0.02 -0.01 0.00 0.556
H 4.529149 -2.219978 4.107685 0.00 0.00 -0.01 0.422
H -3.296377 1.560315 -1.956875 -0.01 -0.02 0.02 0.277
H 4.720762 0.104520 4.935391 -0.01 0.00 0.01 0.410
H 0.083373 2.805868 0.332883 0.03 0.00 0.02 0.142
H 1.449021 1.320532 2.452061 0.04 0.00 -0.02 0.618
H 5.848084 2.021370 -4.738044 0.00 -0.01 0.00 0.406
H -2.300717 -2.725934 2.366685 0.01 0.00 -0.01 0.236
H -1.596124 1.816568 -2.469068 0.04 0.04 0.04 0.432
H -3.992478 -4.724101 -3.465284 0.00 0.00 0.00 0.414
H -1.680808 -3.950098 -3.120187 0.00 0.01 0.00 0.443
H 3.178879 1.846142 4.116778 0.00 0.00 -0.01 0.455
H -3.272516 0.893934 2.190592 -0.03 0.01 -0.02 0.166
H 3.493692 1.738522 -5.489198 0.00 0.01 0.00 0.480
H 6.422641 1.914025 -2.355113 0.00 0.00 0.00 0.406
H -5.399532 -1.826632 -0.645186 0.01 -0.01 0.00 0.452
H -5.851688 -3.658286 -2.236538 0.00 0.01 0.00 0.415
H -2.947750 2.508973 0.656486 -0.03 -0.02 0.01 0.289
H -3.802821 -1.779247 2.424247 -0.03 0.02 -0.01 0.365
H -1.693279 2.459882 3.312978 0.01 0.00 0.01 0.409
H -2.242835 0.172200 -2.263394 0.02 0.04 0.00 0.383
H -2.964298 0.393687 3.859581 0.02 0.04 0.02 0.628
H 4.649672 1.533058 -0.640645 0.00 0.01 0.00 0.562

***

(2)
59
Properties=species:S:1:pos:R:3:forces:R:3:mulliken_charge:R:1 method="wB97M-V/def2-TZVPD" lumo_energy_ev=0.4 smiles="CC(=O)c1cccc(CN2CCC(C(=O)Nc3ccc(Oc4cccnc4)cc3)CC2)c1" max_force_ha_per_bohr=0.0132 relative_energy_ev=1.1454
O 0.128348 -1.188980 1.095959 0.15 -0.24 -0.21 -0.674
O 3.975770 3.025600 -2.011506 -0.05 -0.03 -0.26 -0.467
O -1.037003 -4.263294 -3.730316 0.00 0.05 0.03 -0.585
N 6.638288 5.411011 -2.337330 0.20 0.26 -0.25 -0.572
N 0.278574 1.018391 1.618684 -0.09 0.34 0.19 -0.001
N -3.587226 -1.671342 1.841380 -0.07 0.01 0.12 0.066
C 7.201496 5.354195 -1.141562 0.17 -0.02 0.32 -0.279
C -2.530052 0.410766 2.537735 -0.02 -0.01 -0.18 -1.145
C 5.588590 4.654091 -2.576808 -0.52 -0.38 0.08 -0.407
C -1.268224 -4.028815 -2.565494 0.23 -0.20 0.13 0.578
C -1.589687 -1.770425 3.254932 0.16 -0.02 -0.27 -1.588
C 1.689396 2.790725 0.851365 -0.04 -0.19 -0.03 -0.688
C 2.619555 3.315984 -0.022118 0.11 0.02 -0.28 -0.253
C -4.467515 -1.455563 -1.436219 0.03 -0.15 0.07 -0.432
C 1.680101 0.724270 -0.373429 -0.13 -0.11 0.09 -0.240
C -4.492954 -2.347836 0.919068 -0.04 0.03 0.02 -1.675
C -2.986042 -3.251950 -0.883866 0.05 0.02 -0.25 0.225
C -3.996528 -2.377268 -0.506972 -0.14 0.03 0.00 0.507
C -3.946441 -1.412054 -2.718014 0.00 0.06 -0.06 -0.720
C 3.096401 2.539308 -1.072863 -0.34 -0.22 0.30 0.286
C -2.419222 -3.183008 -2.153621 -0.44 0.31 -0.16 0.357
C -0.214431 -0.244859 1.772153 -0.14 0.27 0.52 0.233
C -2.919122 -2.263718 -3.074214 0.09 -0.10 0.04 -0.824
C 1.216255 1.489274 0.693304 0.25 0.05 -0.28 0.482
C -1.235118 -0.323845 2.908350 -0.13 -0.20 0.13 0.053
C 2.612873 1.247766 -1.246090 0.31 0.47 -0.04 -1.116
C 5.639503 3.723630 -0.374545 -0.18 -0.14 -0.22 -0.197
C -2.381219 -2.428847 2.128189 0.12 -0.11 0.15 -0.254
C 5.032235 3.793898 -1.625673 0.57 0.28 0.25 0.501
C 6.744630 4.521217 -0.132183 -0.04 0.06 -0.15 -0.541
C -3.254877 -0.325348 1.414702 0.00 0.22 0.18 -0.453
C -0.382813 -4.532107 -1.452428 0.18 -0.10 -0.24 -1.144
H -2.619544 -0.321397 0.510946 -0.11 0.02 -0.01 0.239
H -0.898810 -5.314877 -0.899357 -0.05 -0.06 0.12 0.328
H -2.330348 1.437996 2.224808 -0.02 0.03 0.04 0.489
H 2.970155 4.329970 0.103760 0.02 0.06 0.01 0.528
H -4.185022 0.198134 1.178066 0.05 0.02 -0.07 0.488
H 5.260318 3.051360 0.382310 -0.01 -0.01 0.02 0.473
H -4.641096 -3.363914 1.293960 -0.06 0.04 -0.02 0.529
H 7.242030 4.488631 0.824934 0.05 0.02 0.07 0.367
H -0.785470 0.155490 3.787080 -0.01 -0.01 -0.09 0.472
H -1.727830 -2.506624 1.248649 -0.09 -0.09 0.12 0.130
H -0.139728 -3.724584 -0.764894 -0.01 0.04 0.12 0.221
H -2.187872 -1.775167 4.167693 0.01 0.00 0.03 0.457
H -4.334729 -0.702843 -3.434125 -0.01 0.06 -0.06 0.419
H -5.255742 -0.771603 -1.153803 -0.08 0.07 0.05 0.384
H -5.451436 -1.821415 0.965235 0.00 -0.10 -0.05 0.473
H -2.676950 -3.434270 2.439865 0.02 -0.02 -0.04 0.449
H -3.177966 0.437311 3.415693 0.00 0.05 0.01 0.478
H 5.156350 4.717226 -3.565664 -0.14 -0.07 -0.09 0.414
H 8.055799 6.000373 -0.995166 0.09 0.02 0.11 0.364
H 2.975635 0.661934 -2.075553 0.05 -0.07 -0.10 0.420
H -0.034167 1.713827 2.282241 -0.03 -0.22 -0.07 0.212
H -2.480489 -2.229294 -4.060102 0.03 -0.01 -0.08 0.475
H 1.316300 -0.279666 -0.509023 -0.01 -0.02 0.00 0.635
H -2.654854 -4.005600 -0.186837 0.11 -0.04 0.12 0.383
H -0.678865 -2.345110 3.428439 -0.01 -0.02 0.05 0.430
H 0.528576 -4.947598 -1.874776 -0.02 -0.02 -0.03 0.369
H 1.322216 3.400843 1.665054 -0.03 0.06 0.09 0.343

***

(3)
64
Properties=species:S:1:pos:R:3:forces:R:3:mulliken_charge:R:1 method="wB97M-V/def2-TZVPD" lumo_energy_ev=0.2 max_force_ha_per_bohr=0.0271 relative_energy_ev=0.1224
Ti -0.550152 1.056896 0.453969 -1.26 0.54 -0.26 -0.677
S 2.703776 -1.795853 -1.352124 0.03 0.09 0.16 -0.007
S 2.334094 1.682236 2.793394 0.19 -0.14 0.01 -0.489
S -1.116064 2.948227 -1.016496 0.23 -0.35 0.31 -0.270
S 4.093105 1.906306 0.436560 0.31 0.05 -0.02 -0.327
S -2.690431 -1.787915 -1.519546 0.02 0.14 -0.02 0.074
S 1.676063 -1.673065 1.648752 0.00 0.16 -0.04 0.139
O -0.405403 -0.515695 -0.379475 0.03 -0.22 -0.39 0.277
N 1.566612 1.512251 0.183082 0.51 -0.03 -0.62 1.230
N -1.298503 0.087777 2.276940 -0.15 -0.30 0.34 0.508
N -0.497479 2.647555 1.989002 -0.16 0.11 0.00 0.282
C -1.444587 2.376279 3.084118 0.10 0.16 -0.12 -0.833
C 3.487629 1.718339 -3.552868 -0.10 -0.04 0.06 -0.757
C 2.512715 1.672737 1.101506 -0.28 0.06 0.16 0.012
C -3.463494 -3.230832 -1.989446 0.01 -0.17 -0.01 -0.640
C 1.418256 1.373814 -2.335890 -0.24 -0.03 -0.13 -0.515
C -1.582221 4.092287 0.318536 0.08 0.19 0.02 -0.702
C 0.770716 -2.100699 -2.972400 0.07 0.06 -0.07 -0.244
C 1.943526 -2.030138 -3.767510 -0.03 0.03 0.08 -1.038
C 1.019262 -1.974703 -1.634797 -0.01 -0.13 -0.08 -0.013
C -2.712424 0.976773 0.616184 0.16 -0.01 -0.15 -0.544
C 3.472629 1.782262 -1.174677 0.14 0.08 -0.05 1.166
C -2.695766 -0.059364 1.707828 0.46 0.08 0.22 -0.641
C -1.246492 0.930185 3.486682 0.05 -0.21 -0.11 -0.851
C -0.566764 4.023198 1.443556 -0.04 -0.24 0.08 -0.758
C 4.180546 1.873209 -2.367348 -0.05 -0.03 0.00 -0.505
C 0.155029 -3.231070 2.970200 0.04 0.08 -0.05 -0.868
C 0.342451 -2.374900 0.817730 0.09 -0.19 0.00 -0.612
C 3.061375 -1.849726 -3.012320 0.01 -0.10 -0.12 -0.404
C 2.096415 1.556642 -1.134326 0.06 0.02 0.56 -0.534
C 2.115988 1.459893 -3.525998 0.09 0.02 -0.01 -0.854
C -2.664860 -4.319675 -1.799222 0.00 0.09 0.02 -0.763
C -0.378729 -3.181088 1.650062 -0.03 -0.02 0.12 -0.328
C -1.275489 -2.623633 -1.051459 0.03 -0.25 -0.03 -1.305
C -1.398748 -3.964025 -1.262606 -0.07 -0.06 -0.06 -0.604
C 1.260094 -2.444315 3.108400 -0.08 -0.16 0.05 -0.628
C -0.049495 -1.890990 -0.564715 -0.14 0.46 0.17 2.595
H 0.422607 4.262316 1.050834 -0.02 0.00 0.00 0.327
H -2.590958 3.895360 0.687884 0.02 -0.05 -0.04 0.341
H -2.962967 -5.330656 -2.032081 -0.01 -0.02 -0.01 0.437
H -0.900045 -0.826544 2.483102 0.04 0.07 0.01 -0.073
H -0.223066 -2.230200 -3.375512 -0.01 0.00 0.00 0.505
H -0.255553 0.804985 3.927726 -0.05 0.03 -0.01 0.372
H -2.784678 -1.079326 1.330172 0.04 0.05 -0.07 0.136
H -3.233562 1.897005 0.866732 -0.01 -0.04 -0.01 0.451
H -3.065953 0.609990 -0.344205 -0.08 0.08 0.04 0.446
H -2.003284 0.606634 4.207624 0.00 0.05 0.02 0.511
H 0.357671 1.160107 -2.374878 0.07 0.01 0.11 0.051
H -1.250347 3.042320 3.931060 -0.03 -0.03 0.02 0.539
H -1.580457 5.100944 -0.098120 -0.05 -0.02 -0.02 0.559
H 4.009042 1.785582 -4.498120 0.00 0.01 -0.02 0.392
H 5.246174 2.060280 -2.363344 0.01 0.00 0.01 0.425
H -4.468164 -3.205225 -2.376493 -0.03 0.00 -0.01 0.498
H 4.082682 -1.760168 -3.342928 0.03 -0.01 -0.01 0.514
H -0.264766 -3.820695 3.771442 -0.01 0.00 0.01 0.417
H 0.442542 2.509748 2.396200 0.04 0.01 -0.04 -0.182
H -1.273466 -3.699761 1.338210 0.02 0.01 0.03 0.517
H 1.578469 1.319808 -4.454428 0.01 0.00 -0.01 0.436
H 1.952572 -2.103315 -4.844452 0.00 0.00 -0.02 0.416
H -2.459581 2.559662 2.731926 -0.02 0.00 0.05 0.393
H -0.604154 -4.667634 -1.056698 0.01 0.00 0.00 0.575
H -3.424588 0.057655 2.518292 0.00 0.04 -0.01 0.496
H 1.869655 -2.296299 3.984226 0.02 0.00 0.03 0.512
H -0.789031 4.718258 2.262546 -0.06 0.07 -0.09 0.417